Molecular formula: C15H24N2O4S
Method: DFT, ωB97M-V/def2-TZVPD

Structure (XYZ):
```
46
C15H24N2O4S (ωB97M-V/def2-TZVPD)
O 5.63 1.75 -1.59
S 4.26 1.10 -1.24
O 3.71 1.89 0.01
C 3.00 1.26 -2.66
C 1.74 2.13 -2.00
C 1.92 3.76 -2.00
C 0.69 4.64 -1.30
C -0.60 3.81 -0.67
C -0.76 2.15 -0.71
N -2.01 1.57 -0.12
C -1.98 0.07 -0.25
C -0.77 -0.80 -0.89
N 0.48 -0.20 -1.48
C 0.45 1.30 -1.40
H 4.35 -0.24 -0.82
H 3.45 1.82 -3.59
H 2.63 0.19 -3.02
H 2.86 4.34 -2.42
H 0.73 5.81 -1.23
H -1.43 4.45 -0.15
H -2.92 -0.52 0.17
H -0.88 -1.98 -0.89
C 1.43 2.92 3.83
C 0.53 1.78 3.36
C 1.07 0.43 3.79
O 0.43 1.82 1.94
H 2.43 2.83 3.40
H 1.03 3.88 3.51
H 1.52 2.92 4.92
H -0.48 1.92 3.77
H 2.07 0.25 3.36
H 0.42 -0.38 3.43
H 1.15 0.36 4.88
H 1.32 1.70 1.57
C -3.31 -4.01 -2.08
C -2.67 -4.67 -0.86
C -2.98 -6.16 -0.82
O -3.17 -4.06 0.32
H -4.40 -4.11 -2.05
H -3.09 -2.94 -2.09
H -2.94 -4.46 -3.01
H -1.59 -4.52 -0.89
H -4.06 -6.34 -0.75
H -2.53 -6.62 0.06
H -2.60 -6.67 -1.71
H -4.13 -4.18 0.35
```

Energy relative to the best compared isomer or geometry (same formula, charge and spin) ... 1468.69 kJ/mol
Structure (SMILES) ... O=[SH](=O)Cc1cccc2nccnc12.CC(C)O.CC(C)O
HOMO level ... -0.30911 hartree
Maximum force ... 7.59 eV/Å
Energy ... -1394.13184 Ha